A 2-piece molecular cluster, C14H29N3O5PS overall, computed with ωB97M-V/def2-TZVPD.

Results
total charge = +1
E_HOMO = -11.28 eV
frontier orbital gap = 6.30 eV

Geometry (Å):
C  1.94  3.23  -0.06
C  1.06  2.27  0.18
N  1.12  1.08  -0.65
C  0.90  1.05  -1.93
N  1.09  -0.09  -2.74
C  -0.14  -0.80  -3.19
C  -0.88  -1.60  -2.09
C  0.02  -2.23  -0.99
S  1.53  -3.09  -1.62
C  1.56  0.55  -3.99
C  0.83  1.94  -4.11
N  0.54  2.14  -2.67
C  -0.61  2.94  -2.33
C  -1.94  2.05  -2.36
C  -3.11  2.62  -1.51
O  -2.26  1.41  -1.15
H  2.14  3.97  0.72
H  2.61  3.28  -0.93
H  0.11  2.59  0.62
H  1.41  0.20  -0.23
H  -0.89  -0.15  -3.69
H  0.18  -1.52  -3.95
H  -1.38  -2.45  -2.59
H  -1.70  -1.03  -1.62
H  0.26  -1.54  -0.17
H  -0.58  -3.02  -0.52
H  1.15  -3.86  -2.67
H  1.55  -0.06  -4.90
H  2.63  0.84  -3.91
H  -0.09  1.72  -4.68
H  1.44  2.80  -4.40
H  -0.87  3.78  -2.99
H  -0.74  3.30  -1.30
H  -2.20  1.57  -3.33
H  -4.07  2.13  -1.63
H  -2.88  3.26  -0.65
C  -1.73  -0.65  3.03
O  -0.34  -0.66  2.75
P  0.64  -1.83  3.52
O  -0.10  -2.95  2.83
O  -0.02  -1.45  4.98
C  0.41  -0.25  5.63
O  1.73  -2.89  4.26
C  1.20  -4.01  4.95
H  -2.26  -0.51  2.09
H  -2.07  -1.57  3.50
H  -1.96  0.19  3.69
H  -0.46  0.25  6.04
H  0.91  0.43  4.94
H  1.09  -0.50  6.45
H  0.80  -4.74  4.24
H  0.43  -3.72  5.66
H  2.02  -4.48  5.49

C14H29N6OPSiV as an isolated structure, computed with ωB97M-V/def2-TZVPD.

Results
total charge = 0
E_HOMO (alpha / beta) = -3.94 / -5.25 eV
frontier orbital gap (alpha / beta) = 3.80 / 5.14 eV
multiplicity = 2

Geometry (Å):
V  1.16  0.30  0.63
Si  -1.94  -0.09  1.44
P  -2.23  -1.65  -0.29
N  0.54  0.79  -0.85
H  0.49  0.33  2.08
C  -1.15  -2.45  -1.53
H  -1.68  -2.94  -2.35
H  -0.49  -3.20  -1.08
H  -0.49  -1.70  -1.96
C  -2.99  -3.02  0.64
H  -3.60  -3.63  -0.02
H  -3.63  -2.65  1.45
H  -2.23  -3.65  1.09
C  -3.57  -0.82  -1.20
H  -4.10  -1.52  -1.85
H  -3.21  0.01  -1.81
H  -4.28  -0.42  -0.48
C  -1.62  -0.79  3.17
H  -0.58  -0.50  3.43
H  -1.76  -1.85  3.40
H  -2.30  -0.21  3.82
H  -0.79  0.86  1.20
H  -3.05  0.94  1.67
C  0.21  1.51  -1.94
C  0.59  2.19  -4.21
C  0.95  1.38  -3.14
C  -0.96  2.31  -1.83
C  -1.30  3.11  -2.90
C  -0.53  3.05  -4.08
H  1.21  2.12  -5.09
H  1.81  0.69  -3.12
H  -1.48  2.30  -0.86
H  -2.14  3.78  -2.81
H  -0.79  3.73  -4.92
C  1.91  -2.22  0.72
O  1.32  -1.87  -0.32
C  3.32  -1.95  1.13
H  3.42  -1.98  2.23
H  3.90  -1.13  0.73
H  3.72  -2.86  0.74
C  1.21  -2.89  1.88
H  1.21  -3.95  1.56
H  0.17  -2.59  2.20
H  1.83  -2.78  2.82
N  3.72  3.24  -0.11
N  3.10  2.82  1.05
N  2.45  3.70  1.88
C  1.49  2.96  2.39
N  1.39  1.78  1.81
N  2.44  1.65  0.91
H  4.25  2.51  -0.54
H  4.25  4.09  0.06
H  0.82  3.18  3.19

A 3-piece molecular cluster, C14H29NO10P2 overall, computed with ωB97M-V/def2-TZVPD.

Results
structure (SMILES) = C=C[C@H]1CC(=O)N[C@@H]1CC=O.COP(=O)(OC)OC.COP(=O)(OC)OC
total charge = 0
E_HOMO = -7.99 eV
frontier orbital gap = 8.51 eV

Geometry (Å):
C  0.95  1.53  -0.34
C  1.47  2.05  0.79
C  2.83  2.68  0.64
C  2.93  4.14  1.23
C  4.44  4.38  0.92
O  4.96  5.38  0.61
N  5.10  3.10  1.10
C  4.03  2.09  1.41
C  4.56  0.67  1.07
C  3.62  -0.19  0.21
O  3.17  -1.18  0.66
H  0.53  0.53  -0.38
H  1.03  2.16  -1.24
H  0.93  1.96  1.74
H  3.03  2.88  -0.42
H  2.23  4.87  0.83
H  2.96  4.12  2.34
H  5.32  2.90  0.12
H  3.93  2.21  2.50
H  4.69  0.12  2.01
H  5.54  0.69  0.57
H  3.34  0.12  -0.82
C  0.14  -3.51  -2.39
O  -0.01  -2.73  -3.58
P  -0.82  -1.37  -3.46
O  -0.23  -0.37  -2.57
O  -2.29  -1.82  -3.04
C  -2.98  -2.79  -3.84
O  -0.96  -0.93  -4.98
C  -1.65  0.29  -5.25
H  1.14  -3.93  -2.38
H  0.00  -2.90  -1.49
H  -0.60  -4.31  -2.40
H  -3.29  -3.61  -3.20
H  -2.35  -3.18  -4.64
H  -3.86  -2.32  -4.28
H  -2.15  0.68  -4.36
H  -2.39  0.10  -6.02
H  -0.94  1.03  -5.61
C  -3.10  -1.07  0.25
O  -3.32  -0.27  1.41
P  -2.27  -0.44  2.58
O  -0.90  -0.07  2.24
O  -2.42  -1.96  3.04
C  -3.70  -2.46  3.41
O  -2.94  0.39  3.74
C  -2.24  0.47  4.99
H  -3.34  -0.47  -0.63
H  -2.07  -1.41  0.17
H  -3.76  -1.93  0.28
H  -3.92  -3.34  2.81
H  -4.49  -1.72  3.25
H  -3.68  -2.74  4.46
H  -1.40  -0.22  5.02
H  -2.93  0.22  5.79
H  -1.88  1.48  5.13

A 2-piece molecular cluster, C14H29NO6S overall, computed with ωB97M-V/def2-TZVPD.

Results
structure (SMILES) = CCN(CC[C@@H]1CCS(=O)(=O)OC1)C(C)=O.COCCOC
total charge = 0
E_HOMO = -9.31 eV
frontier orbital gap = 9.78 eV

Geometry (Å):
C  -0.51  4.36  -1.81
C  -0.58  3.14  -2.73
N  0.12  1.98  -2.16
C  -0.55  1.55  -0.91
C  0.05  0.33  -0.21
C  1.23  0.55  0.75
C  0.81  0.95  2.18
C  0.56  2.44  2.39
S  1.98  3.40  1.91
O  2.68  3.85  3.07
O  1.60  4.31  0.87
O  2.90  2.27  1.28
C  2.28  1.53  0.20
C  0.21  0.93  -3.14
C  1.48  0.10  -3.13
O  -0.63  0.77  -3.98
H  -1.28  4.35  -1.05
H  -0.63  5.27  -2.40
H  0.46  4.42  -1.31
H  -1.63  2.88  -2.95
H  -0.10  3.37  -3.68
H  -1.61  1.34  -1.13
H  -0.53  2.41  -0.24
H  0.32  -0.43  -0.95
H  -0.75  -0.14  0.37
H  1.71  -0.43  0.86
H  -0.09  0.39  2.45
H  1.59  0.64  2.87
H  0.42  2.65  3.45
H  -0.30  2.83  1.84
H  1.86  2.24  -0.51
H  3.11  1.02  -0.28
H  1.26  -0.91  -2.80
H  2.24  0.54  -2.50
H  1.84  0.04  -4.16
C  -2.55  -5.00  2.36
O  -1.88  -5.42  1.19
C  -2.14  -4.62  0.06
C  -1.01  -3.66  -0.24
O  -0.84  -2.70  0.80
C  0.22  -2.99  1.68
H  -2.18  -5.60  3.19
H  -2.37  -3.94  2.58
H  -3.63  -5.15  2.27
H  -3.07  -4.05  0.20
H  -2.28  -5.28  -0.80
H  -1.23  -3.12  -1.16
H  -0.08  -4.22  -0.38
H  1.19  -2.88  1.19
H  0.14  -4.01  2.08
H  0.16  -2.28  2.50

Question: Which of these has the highest total charge?
Answer: C14H29N3O5PS

Question: Among the records above, which one has the highest total charge?
Answer: C14H29N3O5PS

Question: What is the total charge in the fourth record?
Answer: 0